Entry from the OMol25 dataset: a cluster of 13 separate species, C18H67N4O13 in total at a distorted geometry (ωB97M-V/def2-TZVPD).

```
102
Properties=species:S:1:pos:R:3:forces:R:3:mulliken_charge:R:1
O 0.77031 4.36821 -1.31269 1.410 -2.650 0.755 -0.269
H 0.59935 3.73954 -2.01778 0.082 -0.060 -0.408 0.387
H -0.09027 4.60997 -0.96261 -2.307 1.757 0.723 0.350
H 1.20793 5.14270 -1.67360 1.219 2.167 -1.934 0.126
O 3.04374 3.79483 -4.34275 0.864 -2.282 -1.049 -0.342
H 2.38395 3.12165 -4.16075 -0.310 -0.468 0.521 0.423
H 2.78460 4.64448 -3.97868 -1.180 3.779 2.033 0.232
H 3.04020 3.87189 -5.29964 0.601 0.457 -1.146 0.452
C 4.43982 6.92586 -2.41664 -2.172 -1.600 -0.360 0.849
C 2.83889 6.96546 -2.37915 0.783 0.935 0.380 0.275
O 1.98789 6.10259 -3.11426 1.028 -1.756 -0.335 -0.473
H 4.72180 5.98344 -1.94714 0.442 0.027 0.267 -0.041
H 4.85906 7.77808 -1.88178 -0.039 -0.088 -0.172 -0.271
H 4.80447 6.84003 -3.44025 0.010 0.483 0.163 -0.709
H 2.61659 8.00904 -2.60196 -0.390 0.248 -0.371 0.473
H 2.54020 6.86668 -1.33554 0.271 0.048 0.623 -0.269
C 5.92661 10.78863 -2.01948 0.585 1.579 -1.113 -1.361
C 7.41271 10.98594 -1.83650 -0.204 -1.244 -0.274 0.462
C 7.84387 11.19520 -0.39603 1.222 -0.383 -0.704 0.086
O 9.33947 11.25422 -0.33401 -1.740 1.148 0.591 -0.475
C 9.86118 12.55452 -0.75828 -0.985 -0.690 0.505 -0.723
N 8.13535 9.86846 -2.53200 0.639 1.156 1.291 -0.651
H 5.40544 10.07442 -1.38200 0.135 0.038 -0.171 -0.125
H 5.96133 10.60135 -3.09271 -0.939 -0.898 -0.034 0.455
H 5.50977 11.79578 -2.01889 -0.713 -0.136 0.687 0.545
H 7.68784 11.86085 -2.42552 0.004 0.191 0.092 0.305
H 7.48922 10.35234 0.19719 0.579 -0.299 0.055 -0.365
H 7.28805 12.04345 0.00354 0.628 0.577 0.170 0.427
H 9.24431 13.37627 -0.39453 -0.547 -0.081 -0.146 0.303
H 9.86528 12.54929 -1.84826 0.535 0.352 0.063 0.288
H 10.80105 12.77723 -0.25317 0.319 -0.704 -0.489 0.295
H 8.96727 9.97498 -1.96927 1.393 -0.391 -0.643 0.391
H 7.86590 8.93744 -2.24796 -0.873 0.032 0.019 0.162
C 1.61515 12.03832 1.55225 -0.350 -1.030 -0.600 -1.599
C 1.88235 10.84195 0.58384 1.084 1.282 0.073 0.404
C 2.92057 9.78488 1.03966 1.332 1.568 0.854 0.160
O 4.21775 10.41958 1.31895 -1.622 0.053 -0.626 -0.442
C 5.19938 9.52025 1.78055 -0.186 0.825 -1.319 -0.291
N 0.64929 10.22059 0.24535 -2.036 -0.870 -0.096 -0.595
H 2.50745 12.66308 1.59221 -0.103 -0.153 0.566 0.324
H 1.15011 11.73046 2.48876 0.623 -0.029 0.341 0.359
H 0.82497 12.62299 1.08121 0.061 0.189 -0.217 0.449
H 2.15669 11.42656 -0.29426 1.334 -0.487 -0.349 0.226
H 3.10263 8.97617 0.33190 -0.290 -0.061 -0.392 -0.069
H 2.63027 9.36114 2.00106 -0.548 -0.261 0.040 0.323
H 4.89545 9.06544 2.72336 0.452 -0.084 0.142 0.390
H 6.10428 10.12704 1.74793 0.077 -0.113 1.072 0.300
H 5.41569 8.81009 0.98244 -0.278 -0.777 0.094 -0.229
H 0.10975 10.88808 -0.28706 -0.396 0.392 0.338 0.327
H 0.68663 9.47940 -0.43974 0.776 -0.394 0.000 0.032
C -3.60768 6.61387 -0.30821 0.889 0.553 -0.353 -1.568
C -2.09114 6.40326 -0.13031 -0.622 0.688 -0.727 0.651
C -1.65068 6.04771 1.24497 1.286 -1.875 0.363 -0.773
O -0.21270 5.74219 1.33583 -0.322 1.378 0.144 -0.339
C 0.64057 6.90503 1.45162 0.884 -0.634 -1.287 -0.387
N -1.63636 5.47437 -1.17647 1.038 -0.789 0.732 -0.574
H -3.67301 6.79288 -1.38143 -0.422 0.688 0.023 0.440
H -3.86341 7.50537 0.26444 -0.612 -0.151 -0.164 0.408
H -4.29462 5.77720 -0.18098 0.357 -0.179 0.760 0.337
H -1.60922 7.36825 -0.28730 -0.081 0.168 -0.680 0.031
H -2.07075 5.06601 1.46386 -0.331 0.046 0.561 0.311
H -1.94985 6.79753 1.97734 -0.014 -0.054 -0.026 0.371
H 1.66190 6.62555 1.19304 0.181 -0.894 0.167 0.037
H 0.78916 7.37246 2.42503 -1.035 0.006 0.128 0.354
H 0.50390 7.60021 0.62328 -0.866 0.489 0.467 0.134
H -2.11082 5.63932 -2.05270 0.186 0.325 -0.270 0.177
H -1.90286 4.53196 -0.92961 -0.773 -0.311 0.329 0.384
C 9.10088 3.29291 0.16883 -1.300 0.242 0.399 -1.425
C 7.70912 3.16497 -0.53994 1.049 1.810 -0.811 0.099
C 6.51642 3.63151 0.27418 -0.786 -0.003 1.656 -0.271
O 5.24026 3.59423 -0.40541 1.421 -0.982 -0.949 -0.307
C 4.10512 3.98941 0.30502 0.894 1.113 0.497 -0.493
N 7.78081 4.08448 -1.71502 -0.570 -1.133 -0.686 -0.792
H 9.23507 4.27763 0.61648 -0.521 0.230 0.280 0.278
H 9.93845 3.30505 -0.52861 -0.286 -0.881 -0.186 0.414
H 9.15551 2.56819 0.98118 0.490 -0.110 -0.183 0.392
H 7.56023 2.15454 -0.92067 0.049 0.015 -0.016 0.350
H 6.74282 4.64266 0.61241 -0.091 0.495 -0.262 -0.033
H 6.40464 3.10157 1.22010 0.012 -0.574 0.105 0.485
H 3.23404 3.83301 -0.33128 0.052 -0.205 0.282 0.021
H 4.21372 5.05352 0.51473 -0.376 0.546 -0.120 0.182
H 4.03055 3.57363 1.30984 -0.228 -0.750 -0.107 0.446
H 7.76583 5.06770 -1.48447 0.247 -0.120 1.230 0.406
H 6.86478 3.97086 -2.12501 -0.221 0.015 -0.651 0.255
O 7.52208 6.77966 -2.99551 -0.055 0.176 -0.580 -0.602
H 7.77781 5.86481 -2.87768 0.283 -0.166 -0.402 0.445
H 7.44219 7.12304 -2.10561 -0.289 -0.064 0.347 0.105
O 1.76498 7.42834 -5.94237 -0.466 -0.102 -0.284 -0.683
H 2.09945 7.15152 -5.08929 0.229 -0.246 0.698 0.367
H 2.50545 7.86928 -6.35890 0.083 0.136 -0.146 0.263
O -0.62951 4.96709 -4.63926 -0.265 -0.321 0.246 -0.571
H 0.13303 5.51504 -4.82507 0.317 0.588 -0.015 0.412
H -0.26249 4.10844 -4.42894 -0.099 -0.277 -0.165 0.219
O -0.30185 8.30982 -3.93653 -0.464 0.236 0.347 -0.667
H 0.03222 8.15638 -4.82032 0.260 0.047 -0.399 0.351
H 0.15432 7.66766 -3.39268 0.327 -0.329 0.121 0.210
O 4.64923 6.20323 -5.91345 -0.383 -0.357 0.074 -0.574
H 4.76281 6.70071 -6.72328 0.081 0.025 -0.320 0.280
H 5.20698 6.65035 -5.27688 0.372 0.105 0.226 0.222
O 7.15691 7.23751 -0.15095 0.006 -0.023 -0.244 -0.484
H 6.74941 6.98776 0.67838 -0.213 -0.084 0.206 0.183
H 8.05170 7.48194 0.08532 0.412 0.199 0.138 0.246
```
Forces are in eV/Å.

Properties
2S+1   1
E_LUMO   -4.3 eV
Charge   +1

***

Entry from the OMol25 dataset: a structure of composition C17H17AsN5OS4Ta (ωB97M-V/def2-TZVPD).

```
46
Properties=species:S:1:pos:R:3:forces:R:3:mulliken_charge:R:1
Ta 0.56864 0.21449 -0.08806 -0.255 -0.220 0.349 0.997
C 4.64068 -1.74689 1.07066 0.020 -0.022 0.043 -0.804
C 4.25740 -2.80447 1.86319 -0.066 0.040 -0.042 -0.484
C 2.90303 -3.11346 1.91629 0.052 0.006 -0.025 -0.714
C 2.00249 -2.35836 1.19688 -0.101 0.041 -0.006 0.828
N 2.35930 -1.26343 0.47393 -0.026 -0.255 0.089 -0.077
C 3.66996 -1.00156 0.41998 0.083 0.163 -0.118 -0.169
C 0.58088 -2.72307 1.11794 0.035 0.043 0.057 0.899
C 0.05457 -3.88676 1.66019 -0.010 0.017 0.017 -0.811
C -1.28224 -4.17704 1.47018 0.026 0.032 -0.022 -0.943
C -2.05388 -3.31898 0.70286 -0.019 0.022 0.039 -0.840
C -1.46698 -2.18203 0.18664 -0.038 0.084 -0.118 0.895
N -0.17814 -1.87163 0.41609 0.012 -0.180 -0.196 -0.142
C -2.14001 -1.28219 -0.76843 0.030 -0.034 0.105 0.429
C -3.46953 -1.39905 -1.13312 0.030 -0.019 -0.049 -0.571
C -3.95500 -0.61109 -2.16447 0.086 0.017 -0.002 -0.541
C -3.08364 0.25552 -2.80850 -0.067 -0.054 0.006 -0.741
C -1.79027 0.36026 -2.34527 0.131 0.016 -0.173 -0.131
N -1.32021 -0.37066 -1.32276 -0.017 0.010 0.019 -0.300
H 5.67624 -1.45944 0.95985 0.001 -0.008 0.001 0.430
H 4.97963 -3.38740 2.41788 0.000 -0.002 0.001 0.486
H 2.56469 -3.94690 2.51141 0.008 -0.004 -0.001 0.358
H 3.97154 -0.14632 -0.16040 -0.024 0.020 0.015 0.550
H 0.68239 -4.57045 2.20847 -0.005 -0.004 0.006 0.355
H -1.71092 -5.08041 1.88186 -0.003 0.005 0.011 0.473
H -3.08535 -3.55264 0.48902 0.000 -0.001 0.013 0.345
H -4.11496 -2.10476 -0.63281 -0.010 0.001 -0.011 0.405
H -4.98791 -0.69038 -2.47480 -0.006 -0.001 0.004 0.481
H -3.39776 0.85416 -3.65107 -0.015 -0.010 -0.001 0.448
H -1.09249 1.04111 -2.80937 -0.030 0.002 0.046 0.515
S 4.19496 1.93463 2.15587 -0.170 -0.119 -0.033 -0.169
As 3.00963 3.48536 1.68684 0.238 0.113 -0.087 0.390
S 0.29595 0.75321 1.97392 0.112 0.035 0.003 -0.308
S 2.44353 1.33511 -1.11906 0.383 0.124 0.037 -0.260
S 2.34870 3.30508 -0.48454 -0.191 -0.074 -0.040 -0.174
C -1.33416 5.35701 -1.26092 0.032 0.016 0.015 -1.062
N -0.85674 3.99347 -1.44983 -0.116 -0.033 -0.013 -0.094
C -0.80172 3.08343 -0.48831 0.017 -0.021 0.006 0.520
N -1.25628 3.35423 0.72864 0.006 0.045 0.009 -0.232
O -0.34942 1.91833 -0.77864 -0.145 0.181 0.044 0.102
H -1.28234 5.87455 -2.21319 -0.004 -0.004 -0.005 0.335
H -0.71044 5.89662 -0.54556 -0.005 -0.003 -0.003 0.367
H -2.37280 5.35922 -0.92987 0.001 0.004 0.001 0.362
H -0.40751 3.74029 -2.31440 0.035 0.018 -0.002 0.297
H -1.55466 4.27926 0.98685 -0.007 -0.002 0.011 0.247
H -1.14882 2.65406 1.44791 -0.008 0.012 -0.003 0.052
```
Forces are in eV/Å.

Properties
2S+1   1
E_LUMO   -7.2 eV
Charge   +2
ΔE to the lowest compared entry with this formula, charge and spin   0.000 eV

***

What are the E values for these records? In order: -52316.8777, -133125.9352 eV.
What are the frontier orbital gap values for these records? In order: 6.619, 6.452 eV.